(1)
{
  "formula": "C2H41O19",
  "method": "ωB97M-V/def2-TZVPD",
  "symbols": ["C", "C", "O", "H", "H", "H", "H", "H", "O", "H", "H", "O", "H", "H", "O", "H", "H", "O", "H", "H", "O", "H", "H", "O", "H", "H", "O", "H", "H", "O", "H", "H", "O", "H", "H", "O", "H", "H", "O", "H", "H", "O", "H", "H", "O", "H", "H", "O", "H", "H", "O", "H", "H", "O", "H", "H", "O", "H", "H", "O", "H", "H"],
  "coordinates": [[-0.188576, -0.672045, -0.329782], [-0.037285, 0.451981, 0.681839], [-1.216037, 1.129795, 0.892840], [-0.726795, -0.205387, -1.134552], [-0.807340, -1.457463, 0.069712], [0.769354, -1.090466, -0.597621], [0.499647, 1.257629, 0.197439], [0.391350, 0.062453, 1.636032], [-3.712973, 0.562701, 0.223399], [-2.848783, 0.701547, 0.505568], [-3.643911, -0.035580, -0.502204], [-1.922214, 2.859547, -0.755419], [-2.410623, 3.331706, -0.089107], [-1.550651, 2.245767, -0.145254], [0.543918, 0.487003, -3.985121], [-0.256617, 1.012364, -3.818848], [1.055363, 0.678025, -3.182989], [3.592323, -1.503211, -1.618045], [3.763707, -0.953099, -2.412113], [3.188252, -0.923120, -0.957447], [-1.803840, 1.576541, -3.206362], [-1.719365, 2.046975, -2.350529], [-2.247338, 0.775322, -2.941605], [-3.445098, -0.814063, -2.058615], [-2.782577, -1.459680, -2.424670], [-4.018639, -1.371102, -1.550149], [-2.940195, 1.495951, 2.821342], [-2.325347, 1.649534, 3.562218], [-2.269434, 1.346777, 2.127880], [-1.381389, -3.831537, 1.606474], [-1.909796, -3.918983, 0.787305], [-0.449719, -3.683808, 1.463656], [2.151494, 1.349733, 3.379304], [2.042873, 2.133116, 2.889329], [3.019728, 1.097471, 3.089599], [-0.338390, -4.484374, -1.592745], [-0.592087, -5.352691, -1.910970], [-0.833292, -4.310987, -0.809303], [0.183275, 3.292926, 1.759723], [0.466520, 3.360217, 0.886340], [-0.370045, 2.549820, 1.560485], [2.334101, -1.934199, 1.639181], [1.833020, -1.421181, 2.250969], [2.306214, -2.852243, 1.935397], [0.686493, -0.765853, 4.137168], [-0.065421, -0.561179, 3.624672], [1.324529, -0.062934, 4.078823], [1.998021, 1.659490, -1.756296], [2.025167, 1.106483, -0.968645], [2.645343, 2.367010, -1.667489], [3.226566, 0.256866, 0.342928], [2.969636, 1.085442, 0.694448], [2.727063, -0.441695, 0.785996], [1.678689, -2.210643, -3.347057], [2.075048, -2.146284, -4.223687], [2.409726, -2.108724, -2.764427], [0.711268, 3.833615, -0.956457], [1.022281, 2.971001, -1.269408], [-0.123724, 3.937443, -1.337358], [-1.736201, -1.291560, 2.695893], [-1.624153, -2.175959, 2.252082], [-1.343111, -0.632201, 2.086231]],
  "forces_ev_per_a": [[0.00, 0.52, 0.64], [-0.57, 0.12, -0.27], [-0.42, -0.62, 1.05], [0.04, -0.18, -0.85], [-0.34, -0.44, 0.21], [0.24, -0.19, -0.50], [1.83, -0.27, 0.12], [0.38, 0.50, -0.48], [-3.63, -0.12, -0.08], [2.77, 0.32, 0.83], [0.37, 0.06, -0.51], [-0.62, 2.05, -1.67], [-0.89, 0.84, -0.09], [1.27, -2.43, 1.19], [0.36, 0.23, 0.17], [-0.23, -0.05, -0.15], [0.02, -0.24, -0.45], [0.52, -0.02, -0.89], [-0.11, -0.14, 1.02], [0.34, 0.18, -0.44], [0.24, 0.57, 0.25], [-0.37, 0.17, -0.27], [-0.46, -0.43, 0.06], [1.51, -1.13, -1.58], [-0.74, 0.96, 0.46], [-0.75, -0.54, 0.36], [0.58, 0.51, 1.12], [-0.68, 0.00, -0.08], [-0.13, -0.17, -0.35], [-1.18, -0.50, 0.00], [0.91, 0.26, 0.64], [0.31, 0.02, -0.73], [0.67, -1.04, 0.67], [-1.32, 2.07, -0.92], [0.88, -0.64, 0.13], [0.63, 0.05, -0.85], [-0.12, -0.10, 0.10], [-0.47, -0.03, 0.70], [0.43, 0.41, 2.50], [1.39, 1.49, -2.79], [-1.65, -1.56, 0.75], [0.65, -0.82, -0.91], [-1.04, 0.37, 1.42], [0.04, 0.35, -0.01], [1.53, -1.66, 1.16], [-1.65, 0.35, -0.81], [-0.08, 0.80, -0.14], [-0.03, 0.09, -0.55], [0.35, -0.14, 0.11], [0.28, -0.27, 0.03], [0.61, -0.67, -0.55], [-0.57, 1.14, 0.80], [0.01, -0.17, 0.45], [-0.96, -0.48, -1.45], [-0.37, 0.10, 0.01], [0.87, -0.08, 1.27], [2.51, 0.12, 0.87], [-0.32, 0.03, -0.19], [-2.39, 0.20, -0.68], [0.71, -0.64, -0.71], [-0.20, 1.26, 0.68], [-0.96, -0.33, 0.18]],
  "largest_force_ev_per_a": 3.6,
  "e_homo_ev": -6.1,
  "relative_energy_ev": 2.130,
  "total_charge": -1,
  "mol_weight_g_mol": 369.331
}



(2)
{
  "formula": "C5H11NO",
  "method": "ωB97M-V/def2-TZVPD",
  "symbols": ["C", "C", "C", "N", "C", "H", "H", "H", "H", "H", "H", "H", "H", "H", "C", "O", "H", "H"],
  "coordinates": [[1.336504, 1.394739, 0.832234], [0.410256, 0.831212, -0.208242], [-1.049928, 0.933982, -0.040996], [-0.289454, -0.406406, 0.000612], [-0.012823, -1.182678, 1.217596], [2.278670, 0.838325, 0.856604], [1.557901, 2.434774, 0.578298], [0.896527, 1.383607, 1.834802], [0.778270, 0.902125, -1.231332], [-1.469182, 1.255602, 0.913826], [-1.690767, 1.190909, -0.903239], [0.975802, -1.679155, 1.163272], [-0.019091, -0.589438, 2.142002], [-0.775178, -1.962651, 1.302475], [-0.703570, -1.276522, -2.032444], [-0.395256, -0.533273, -2.945136], [-1.772358, -1.403411, -1.740809], [-0.056324, -2.131742, -1.739523]],
  "forces_ev_per_a": [[0.16, 0.06, 0.11], [0.45, 0.45, -0.10], [0.00, -0.98, 0.49], [-0.57, 0.82, -0.27], [-0.43, 0.16, 0.04], [-0.06, 0.10, 0.03], [0.05, -0.10, 0.06], [0.07, 0.00, -0.19], [-0.03, 0.15, 0.01], [0.36, 0.03, -0.11], [0.42, -0.82, 0.37], [-0.47, 0.36, -0.30], [-0.11, -0.05, -0.16], [0.11, 0.09, 0.05], [-0.45, -1.22, -1.10], [0.11, 0.26, 0.72], [0.39, 0.29, 0.24], [-0.02, 0.38, 0.10]],
  "largest_force_ev_per_a": 1.7,
  "smiles": "C[C@@H]1CN1C.C=O",
  "e_homo_ev": -9.0,
  "relative_energy_ev": 3.169,
  "mol_weight_g_mol": 101.149
}



(3)
{
  "formula": "C29H54ClN2O10PSi2",
  "method": "ωB97M-V/def2-TZVPD",
  "symbols": ["C", "C", "C", "C", "C", "Si", "C", "C", "C", "O", "C", "N", "O", "Si", "C", "C", "C", "Cl", "O", "C", "C", "N", "C", "C", "C", "O", "P", "O", "O", "O", "H", "H", "H", "H", "H", "H", "H", "H", "H", "H", "H", "H", "H", "H", "H", "H", "H", "H", "H", "H", "H", "H", "H", "H", "H", "H", "H", "H", "H", "H", "C", "C", "C", "O", "C", "H", "H", "H", "H", "H", "H", "H", "H", "C", "C", "C", "O", "C", "H", "H", "H", "H", "H", "H", "H", "H", "C", "C", "C", "O", "C", "H", "H", "H", "H", "H", "H", "H", "H"],
  "coordinates": [[2.340638, -0.201287, 4.947716], [3.259671, 0.000903, 4.013913], [4.398482, 0.590227, 3.006379], [4.086023, 2.130068, 2.567342], [2.857292, 2.226232, 1.476045], [1.821849, 3.805749, 1.802714], [3.117174, 5.255108, 1.976867], [2.325313, 6.581041, 1.450243], [1.580598, 7.631630, 1.126281], [1.037063, 3.589801, 3.350738], [0.990406, 4.806981, 4.098439], [1.045620, 6.001404, 4.407241], [0.765003, 4.268847, 0.506467], [-0.470226, 3.092237, 0.191706], [-0.263543, 2.596208, -1.682485], [1.289198, 2.187682, -1.991458], [1.632646, 0.648910, -1.623732], [1.631673, 2.359697, -3.822114], [-0.325586, 1.616780, 1.095664], [-1.206664, 0.563044, 0.544529], [-1.294924, -0.736423, 1.528222], [-2.451638, -0.694441, 2.480282], [-2.062805, -1.127542, 3.873219], [-2.122028, 0.066369, 4.970425], [-1.902533, 1.538237, 4.333974], [-3.356930, -0.014453, 5.781011], [-2.424959, 4.136491, 0.528835], [-2.718111, 4.967829, -0.749745], [-2.239303, 5.137193, 1.945664], [-3.709690, 3.054545, 0.868522], [1.333463, -0.294380, 5.508527], [5.436925, 0.490387, 3.525915], [4.362412, -0.063220, 2.051256], [3.822800, 2.693246, 3.551514], [5.054717, 2.627184, 2.165731], [2.269152, 1.240530, 1.539080], [3.370516, 2.356625, 0.443887], [3.505040, 5.372867, 3.052705], [3.993350, 5.066048, 1.247202], [0.609806, 8.252341, 0.982072], [-1.019155, 1.793421, -2.009266], [-0.441336, 3.587302, -2.269375], [2.042483, 2.851693, -1.397007], [0.832340, -0.064113, -2.087107], [2.673103, 0.310393, -1.976776], [1.487323, 0.550330, -0.471296], [-0.829694, 0.159457, -0.472664], [-2.288885, 0.919250, 0.379495], [-1.470848, -1.642981, 0.816923], [-0.265070, -0.863726, 2.026556], [-3.110605, -1.445082, 2.162692], [-0.990462, -1.571444, 3.935087], [-2.836685, -1.923744, 4.214022], [-1.253740, -0.100620, 5.733635], [-0.848181, 1.639219, 3.871532], [-2.711307, 1.796650, 3.545169], [-1.979214, 2.358163, 5.164085], [-3.915560, 0.715882, 5.417684], [-2.065442, 4.479749, 2.682586], [-4.187344, 3.309954, 1.701100], [-7.087886, -3.337393, 3.328103], [-5.840456, -4.185563, 3.250621], [-5.193226, -3.679818, 1.977455], [-5.560491, -2.299136, 1.843901], [-6.599963, -2.008206, 2.789385], [-7.505994, -3.261659, 4.333727], [-7.858066, -3.748778, 2.666576], [-5.193547, -3.972794, 4.108692], [-6.038917, -5.258952, 3.230621], [-5.572421, -4.213430, 1.099530], [-4.103689, -3.770190, 1.996637], [-6.165739, -1.393107, 3.585109], [-7.392573, -1.436957, 2.300457], [1.232320, -4.148895, -2.329818], [1.925619, -4.517827, -3.619832], [2.709911, -3.259211, -3.928405], [3.040052, -2.654737, -2.668039], [2.281985, -3.303636, -1.637086], [0.920250, -5.010916, -1.736604], [0.346075, -3.541759, -2.545256], [2.612804, -5.353102, -3.445571], [1.240884, -4.800657, -4.421905], [2.106554, -2.544215, -4.494139], [3.625261, -3.462991, -4.489127], [2.971988, -3.925476, -1.056048], [1.845136, -2.553124, -0.973058], [3.301921, -1.580181, -8.826055], [2.357343, -2.719575, -9.129231], [2.257256, -3.412717, -7.785581], [2.429982, -2.402036, -6.782586], [2.898598, -1.202739, -7.415306], [3.225735, -0.747453, -9.527972], [4.335661, -1.942712, -8.834995], [1.378333, -2.322607, -9.418712], [2.706531, -3.380589, -9.924975], [3.056578, -4.150796, -7.658384], [1.295682, -3.912185, -7.642106], [2.073984, -0.481783, -7.417973], [3.726930, -0.782563, -6.839886]],
  "forces_ev_per_a": [[3.91, 1.38, -5.52], [-4.10, 0.29, 4.41], [-0.94, -0.62, 0.42], [-0.16, 0.01, 0.97], [1.12, -0.58, 0.41], [1.15, 0.88, -0.90], [-0.86, 1.89, -1.25], [-3.57, 4.78, -0.77], [2.83, -6.37, 2.16], [0.00, 3.82, 1.63], [0.57, 3.84, -1.26], [-0.50, -7.56, -1.34], [-0.55, -3.04, 2.25], [1.78, -1.34, -1.25], [0.86, 1.06, -0.50], [-0.04, -1.21, 0.81], [-1.17, 0.08, 0.38], [-0.24, 0.14, 1.37], [-1.05, 0.99, -1.26], [-0.73, -1.70, 0.04], [0.25, 0.30, -1.50], [0.89, -1.76, 0.42], [-0.26, 0.15, 0.99], [0.85, 0.26, 0.21], [-0.16, 0.33, 0.50], [0.73, 1.32, -1.78], [-2.86, 3.14, -1.50], [1.03, -2.40, 3.85], [-0.31, -3.23, -1.30], [1.67, 1.85, 0.90], [2.51, 0.02, -1.17], [-1.97, 0.18, -0.96], [0.25, 0.96, 1.67], [0.39, -0.90, -1.69], [-1.67, -1.00, 0.54], [0.78, 1.60, -0.30], [-1.10, -0.43, 1.51], [-0.62, 0.06, -1.73], [-1.34, 0.24, 1.24], [2.54, -1.29, 0.17], [1.30, 1.27, 0.31], [0.04, -1.79, 0.92], [-1.50, -0.90, -1.46], [1.51, 1.33, 0.56], [-1.64, 0.66, 0.66], [0.57, 0.09, -1.96], [-0.27, 0.93, 1.68], [1.59, -0.23, 0.37], [0.58, 1.53, 1.05], [-1.61, 0.20, -0.54], [0.62, 1.32, 0.26], [-1.77, 0.58, -0.31], [1.46, 1.30, -0.34], [-1.54, 0.19, -1.30], [-1.77, -0.30, 0.56], [1.38, -0.70, 1.09], [0.17, -1.62, -1.26], [0.43, -0.98, 0.58], [-0.16, 1.17, -0.78], [0.58, -0.25, -1.07], [-0.52, -0.07, -0.07], [0.36, -0.23, 0.35], [-0.01, 0.02, -0.38], [0.01, -0.24, 0.21], [0.12, 0.41, 0.07], [0.04, 0.02, -0.09], [0.03, 0.05, 0.08], [-0.04, -0.06, -0.06], [0.04, 0.09, -0.02], [0.08, -0.08, 0.02], [-0.03, 0.07, -0.06], [-0.09, 0.01, 0.04], [0.14, -0.01, -0.06], [-0.50, 0.09, 0.18], [0.25, -0.43, -0.20], [-0.05, 0.46, -0.19], [-0.26, -0.30, 0.23], [0.41, 0.12, 0.11], [0.03, 0.08, -0.01], [0.04, -0.06, 0.04], [-0.07, 0.03, -0.04], [0.07, 0.06, 0.04], [0.12, -0.16, -0.03], [-0.04, 0.14, 0.07], [-0.09, -0.02, 0.10], [0.10, 0.05, -0.04], [0.49, 0.12, -0.12], [-0.41, -0.09, -0.33], [0.08, -0.21, 0.29], [0.04, 0.01, -0.56], [-0.20, 0.24, 0.26], [0.01, -0.05, 0.09], [-0.07, 0.07, -0.01], [0.07, -0.07, 0.00], [-0.04, 0.03, 0.08], [-0.04, -0.08, -0.07], [0.06, 0.06, 0.10], [0.08, 0.07, -0.02], [-0.10, -0.08, 0.07]],
  "largest_force_ev_per_a": 7.7,
  "e_homo_ev": -9.4,
  "mol_weight_g_mol": 713.354
}